{
  "formula": "CH9N2",
  "method": "ωB97M-V/def2-TZVPD",
  "charge": 2,
  "multiplicity": 2,
  "e_homo_ev": [-22.75, -22.74],
  "largest_force_ha_per_bohr": 0.0869,
  "total_energy_ha": -152.192308,
  "orbital_gap_ev": [13.96, 6.83],
  "symbols": ["N", "H", "H", "H", "H", "C", "N", "H", "H", "H", "H", "H"],
  "xyz": [[-1.531, 0.651, -1.532], [-1.966, -0.012, -2.198], [-2.280, 1.241, -1.113], [-0.310, -0.201, -0.091], [-0.956, 1.305, -2.089], [1.031, -0.274, 1.602], [0.636, -0.565, 0.170], [0.292, -0.632, 2.302], [1.147, 0.834, 1.627], [2.035, -0.674, 1.777], [1.270, -0.085, -0.499], [0.632, -1.590, 0.044]],
  "forces_ev_per_angstrom": [[-2.46, 2.33, -2.92], [0.37, -1.09, 0.62], [0.27, -0.57, 1.18], [0.76, -0.59, 0.90], [1.16, -0.27, 0.51], [0.80, 1.98, -0.27], [-0.33, -0.11, -0.40], [-0.16, -0.18, 0.01], [-0.28, -0.78, 0.42], [-0.35, -0.29, -0.11], [0.12, -0.77, 0.50], [0.10, 0.34, -0.44]]
}